Model w:
The following is a DFT calculation (wB97M-V/def2-TZVPD) of C6H16NOP as an isolated structure.

Element x y z (Å)
1 C -3.2094 -0.4654 0.0708
2 C 1.4500 -1.4608 -0.9271
3 C 2.1848 0.8446 -0.9410
4 C 1.4027 0.0258 1.2094
5 C -1.7253 -0.6963 0.4555
6 C 1.2081 -0.0852 -0.3233
7 N -0.6320 2.4543 0.4030
8 O -0.9916 0.2289 -2.0225
9 P -0.5677 0.3205 -0.5983
10 H -3.3429 0.5616 0.4847
11 H -3.2841 -0.6188 -0.9462
12 H -3.9196 -1.2388 0.6747
13 H 0.8170 -2.3242 -0.3868
14 H 1.2741 -1.3243 -1.9141
15 H 2.4512 -1.5935 -0.9305
16 H 1.9865 0.9995 -2.0857
17 H 3.1578 0.5472 -0.8531
18 H 2.1052 1.9223 -0.6778
19 H 2.4560 0.3615 1.5585
20 H 0.7660 0.7514 1.5314
21 H 1.2156 -1.0040 1.8000
22 H -1.5755 -1.6625 0.1851
23 H -1.7213 -0.4242 1.5761
24 H -1.5346 2.2649 0.8411
25 H -0.7646 3.1033 -0.3458

The LUMO energy comes out at 0.54 eV. As for the frontier orbital gap: 9.768 eV. The calculation puts the highest occupied orbital energy at -9.23 eV.

=====

Model x:
The following is a DFT calculation (wB97M-V/def2-TZVPD) of a 2-piece molecular cluster, C6H16NOP overall.

Element x y z (Å)
1 C 0.8867 -2.7562 0.5341
2 C -0.0789 -1.7751 0.0168
3 C -1.0892 -1.5298 1.1198
4 C -0.8420 -2.3765 -1.1221
5 P 0.8962 -0.2591 -0.5509
6 N -0.2368 1.0861 -0.4587
7 O 1.7553 0.1767 0.6664
8 H 1.8152 -2.6520 -0.0775
9 H 1.1683 -2.5657 1.5388
10 H 0.5421 -3.7420 0.3431
11 H -1.6320 -2.5284 1.3241
12 H -1.8216 -0.7825 0.7734
13 H -0.7185 -1.1749 2.0530
14 H -1.1950 -3.4552 -0.8572
15 H -1.8292 -1.8935 -1.3139
16 H -0.1890 -2.4123 -2.0635
17 H -0.6195 1.1506 -1.4352
18 H -0.8172 1.2548 0.3024
19 H 1.7097 1.1034 0.8681
20 C 0.1490 4.2634 0.2944
21 C 0.5877 4.1551 -0.8986
22 H -0.3806 3.4605 0.7708
23 H 0.1838 5.1038 0.9943
24 H 0.7333 3.1017 -1.3447
25 H 1.0222 5.0473 -1.4772

The LUMO energy comes out at 0.79 eV. Its SMILES is CC(C)(C)P(N)O.C=C. As for the frontier orbital gap: 9.066 eV. The calculation puts the highest occupied orbital energy at -8.28 eV.

=====

Most stable one: model x, least stable one: model w.